Density functional theory data (ωB97M-V with the def2-TZVPD basis set) for a structure of composition C2H4BrClF6NO7P2S3Si.

```
28
Properties=species:S:1:pos:R:3
O -4.767 1.420 -3.801
P -4.073 0.132 -3.068
Cl -2.311 -0.148 -4.096
Si -3.349 1.223 -1.243
Br -2.279 -0.213 0.030
P -2.157 3.054 -1.794
O -2.261 3.263 -3.364
O -2.868 4.326 -1.147
S -0.327 2.903 -1.221
H -5.318 1.089 -4.526
H -4.556 1.676 -0.525
H -3.169 3.500 -3.612
H -2.207 4.707 -0.541
C 4.851 -3.058 1.971
F 6.102 -3.172 1.511
F 4.200 -4.198 1.707
F 4.903 -2.907 3.301
S 4.034 -1.618 1.164
O 4.022 -1.942 -0.230
O 4.817 -0.487 1.561
N 2.643 -1.774 1.909
S 1.469 -0.754 1.612
O 0.869 -0.864 0.315
O 1.654 0.568 2.127
C 0.261 -1.533 2.766
F 0.713 -1.520 4.025
F 0.012 -2.806 2.431
F -0.907 -0.870 2.740
```

Results
Frontier orbital gap   7.853 eV
Electronic energy   -175798.1752 eV
Highest occupied orbital energy   -6.3 eV
Strongest force on any atom   2.27 eV Å⁻¹
Charge   -1

Density functional theory data (ωB97M-V with the def2-TZVPD basis set) for a structure of composition C2H4BrClO2S.

```
11
Properties=species:S:1:pos:R:3
C -0.289 0.586 1.160
C 0.072 -0.193 -1.891
O 2.002 0.444 -0.150
O 0.771 -1.695 0.219
S 0.695 -0.157 -0.258
Cl 0.142 1.531 -2.273
Br -1.869 -0.592 -1.319
H 0.180 1.456 1.574
H -1.186 0.910 0.540
H -0.527 -0.150 1.984
H 0.010 -2.140 0.415
```

Results
Frontier orbital gap   9.161 eV
Electronic energy   -99630.0595 eV
Highest occupied orbital energy   -9.1 eV
Strongest force on any atom   4.95 eV Å⁻¹
Energy relative to the best compared isomer or geometry (same formula, charge and spin)   238.1 kJ/mol

Density functional theory data (ωB97M-V with the def2-TZVPD basis set) for the ion C2H4BrN2 with charge +1.

```
9
Properties=species:S:1:pos:R:3
C 0.333 0.080 -1.271
N 0.189 0.409 0.149
Br 1.157 1.965 0.787
C -0.462 -0.212 1.059
N -1.041 -0.861 1.870
H 0.377 -0.907 -1.520
H -0.408 0.459 -1.943
H 1.312 0.488 -1.729
H -1.457 -1.421 2.600
```

Results
Frontier orbital gap   9.064 eV
Electronic energy   -75151.5348 eV
SMILES   CN(Br)C#[NH+]
Highest occupied orbital energy   -15.3 eV
Strongest force on any atom   4.18 eV Å⁻¹
Charge   +1
Energy relative to the best compared isomer or geometry (same formula, charge and spin)   183.1 kJ/mol

Density functional theory data (ωB97M-V with the def2-TZVPD basis set) for a cluster of 2 separate species, C2H4BrNO in total.

```
9
Properties=species:S:1:pos:R:3
C 1.587 -0.119 0.498
C -1.571 -0.198 -0.352
N 1.546 0.978 0.027
O -0.717 -1.019 0.269
Br 2.460 -1.447 1.321
H -2.357 -0.815 -0.827
H -1.093 0.357 -1.180
H -2.058 0.524 0.327
H 2.203 1.738 -0.083
```

Results
Frontier orbital gap (alpha / beta)   6.890 / 6.891 eV
Electronic energy   -75713.8958 eV
Highest occupied orbital energy (alpha / beta)   -8.0 / -8.0 eV
Strongest force on any atom   3.32 eV Å⁻¹
Energy relative to the best compared isomer or geometry (same formula, charge and spin)   529.4 kJ/mol

Density functional theory data (ωB97M-V with the def2-TZVPD basis set) for a cluster of 2 separate species, C2H4BrNO2 in total.

```
10
Properties=species:S:1:pos:R:3
C 1.895 -2.421 0.344
C -0.672 0.651 -0.208
N 1.324 -0.500 -0.457
O 1.439 -3.362 -0.143
O 0.176 -0.367 0.292
Br 2.713 0.616 0.185
H 2.575 -2.144 1.137
H -0.807 0.547 -1.285
H -0.265 1.642 0.021
H -1.622 0.512 0.306
```

Results
Frontier orbital gap   8.784 eV
Electronic energy   -77761.3540 eV
Highest occupied orbital energy   -8.7 eV
Strongest force on any atom   3.30 eV Å⁻¹
Energy relative to the best compared isomer or geometry (same formula, charge and spin)   479.9 kJ/mol

Density functional theory data (ωB97M-V with the def2-TZVPD basis set) for a structure of composition C2H4CaO3.

```
10
Properties=species:S:1:pos:R:3
O 0.606 -1.598 0.596
C 0.685 -0.696 -0.244
Ca -1.149 -0.056 -2.570
O 0.316 0.563 -0.233
O 0.370 -1.246 -1.400
H 0.206 -2.284 -0.800
C -0.164 1.221 0.950
H -1.104 0.790 1.305
H 0.575 1.043 1.735
H -0.340 2.261 0.661
```

Results
Frontier orbital gap (alpha / beta)   5.821 / 11.203 eV
<S²>   0.75
Electronic energy   -26710.7676 eV
Highest occupied orbital energy (alpha / beta)   -10.0 / -15.8 eV
Strongest force on any atom   5.35 eV Å⁻¹
Charge   +1
2S+1   2

Density functional theory data (ωB97M-V with the def2-TZVPD basis set) for a structure of composition C2H4CdO.

```
8
Properties=species:S:1:pos:R:3
C 0.017 0.917 0.206
C 1.153 0.337 0.881
O 2.311 0.779 0.894
Cd -0.757 -0.542 -1.151
H 0.301 1.730 -0.478
H -0.826 1.151 0.873
H 0.220 -1.969 -0.906
H 0.898 -0.511 1.564
```

Results
Frontier orbital gap   7.210 eV
Electronic energy   -8747.2033 eV
Highest occupied orbital energy   -8.7 eV
Strongest force on any atom   2.52 eV Å⁻¹
Energy relative to the best compared isomer or geometry (same formula, charge and spin)   177.7 kJ/mol

Density functional theory data (ωB97M-V with the def2-TZVPD basis set) for a structure of composition C2H4CdO3.

```
10
Properties=species:S:1:pos:R:3
O 0.589 1.015 -0.505
C -0.561 1.155 -0.088
C -1.472 -0.033 -0.048
O -0.811 -1.214 -0.235
H -0.788 2.036 0.573
H -2.256 0.178 -0.812
H -2.013 0.048 0.924
Cd 1.069 -1.012 -0.434
O 2.713 -1.331 0.352
H 3.530 -0.842 0.274
```

Results
Frontier orbital gap   9.615 eV
Electronic energy   -12843.1690 eV
Highest occupied orbital energy   -9.6 eV
Strongest force on any atom   3.75 eV Å⁻¹